[1]
{"formula": "C12H24N4O2S2", "method": "ωB97M-V with the def2-TZVPD basis set", "symbols": ["C", "C", "N", "H", "H", "H", "C", "C", "N", "H", "H", "H", "C", "C", "N", "H", "H", "H", "C", "C", "N", "H", "H", "H", "C", "S", "O", "C", "H", "H", "H", "H", "H", "H", "C", "S", "O", "C", "H", "H", "H", "H", "H", "H"], "positions_angstrom": [[12.788393, -22.535328, 3.743140], [12.081028, -23.169159, 2.624419], [11.507182, -23.633822, 1.710472], [13.671542, -21.967803, 3.449774], [13.028303, -23.173334, 4.593724], [12.121232, -21.755128, 4.109609], [12.658281, -19.695950, 5.573886], [11.268709, -19.610184, 5.115122], [10.196195, -19.565713, 4.678998], [13.223664, -19.074057, 4.879845], [12.948922, -20.746475, 5.568464], [13.022835, -19.319776, 6.529747], [12.617121, -19.899852, 0.355103], [12.808402, -20.358155, 1.780229], [13.026196, -20.797372, 2.800062], [13.365179, -20.288035, -0.336126], [12.785916, -18.827908, 0.252451], [11.669002, -20.142367, -0.124845], [13.223963, -23.108526, 0.068997], [14.592104, -22.483024, -0.014598], [15.614989, -22.005012, -0.134035], [13.083290, -23.714170, -0.826271], [12.447706, -22.343631, 0.090244], [13.176349, -23.795257, 0.914129], [8.002189, -20.407738, 0.573980], [9.428928, -21.341474, -0.044104], [10.197117, -20.423366, -0.986077], [10.406982, -21.353469, 1.548185], [7.099158, -20.467932, -0.033486], [8.255873, -19.361549, 0.744956], [7.683065, -20.811016, 1.535049], [10.569609, -20.326824, 1.876341], [11.333797, -21.920921, 1.463974], [9.718223, -21.985434, 2.108837], [14.256550, -26.014064, 4.860846], [14.107398, -24.486865, 5.893651], [12.585322, -24.249420, 5.724493], [14.417296, -25.377526, 7.466100], [15.048199, -26.707731, 5.144068], [14.476622, -25.425402, 3.970256], [13.261164, -26.419542, 4.679484], [13.571837, -26.036928, 7.662278], [14.487498, -24.686369, 8.306021], [15.344802, -25.934359, 7.332680]], "atomic_forces_ev_per_a": [[-0.2, -3.3, 1.6], [-0.7, -2.6, 0.0], [0.9, -0.6, 4.1], [0.2, -2.3, 0.5], [-1.0, -0.2, -1.1], [-0.2, -0.9, 0.4], [0.6, 0.2, -0.3], [-1.0, 0.3, 0.4], [1.2, -0.1, 0.5], [0.2, -0.6, -0.4], [0.2, 0.2, -0.4], [-1.2, 0.2, 0.4], [1.0, 0.4, 0.5], [0.2, 1.6, -5.1], [0.9, 7.5, -1.2], [0.3, -0.4, 0.5], [-0.3, 0.1, 0.5], [-0.2, 0.1, 0.5], [2.3, 0.1, -1.2], [-2.7, -1.2, -0.1], [1.6, 0.7, 0.0], [0.0, 0.1, -0.1], [0.4, -0.3, 0.0], [0.6, 0.5, -0.8], [-0.3, 0.2, 0.7], [1.0, 0.8, 0.0], [-1.2, -0.7, 0.2], [-2.1, 0.5, -1.4], [0.5, -0.1, -0.6], [0.2, 0.0, -0.2], [0.3, -0.2, 0.1], [-0.7, -0.2, 0.3], [-1.4, 1.4, -0.9], [0.2, 0.4, 0.7], [0.3, 1.8, -0.6], [-2.3, -2.4, 0.8], [2.1, -0.8, 2.0], [-0.4, 0.6, 0.1], [-0.2, 0.2, -0.1], [0.4, -0.9, -0.7], [0.1, -0.1, 0.7], [0.1, -0.1, -0.3], [0.1, 0.1, -0.1], [0.0, 0.1, 0.1]], "mulliken_charge": [0.83, 0.38, -0.75, 0.47, -0.57, -0.43, -0.68, 0.53, -0.47, 0.25, 0.09, 0.39, -1.08, 0.38, -0.22, 0.33, 0.39, 0.32, 0.10, 0.23, -0.48, 0.52, -0.41, 0.23, -0.96, 0.47, -0.71, 0.06, 0.37, 0.32, 0.34, 0.57, -1.43, 0.69, -0.91, 0.55, -0.65, -1.03, 0.43, 0.25, 0.28, 0.32, 0.34, 0.37], "largest_force_ha_per_bohr": 0.1478, "spin_multiplicity": 1, "relative_energy_kcal_mol": 0.0, "e_homo_ev": -8.8, "homo_lumo_gap_ev": 9.1, "e_tot_ev": -44549.4450}



[2]
{"formula": "C12H24NO7S2", "method": "ωB97M-V with the def2-TZVPD basis set", "symbols": ["C", "C", "O", "C", "O", "C", "C", "C", "S", "O", "O", "N", "S", "O", "O", "O", "C", "C", "C", "C", "C", "C", "H", "H", "H", "H", "H", "H", "H", "H", "H", "H", "H", "H", "H", "H", "H", "H", "H", "H", "H", "H", "H", "H", "H", "H"], "positions_angstrom": [[0.681376, -2.451025, 1.994310], [1.419650, -2.919852, 0.756912], [2.661687, -2.204352, 0.671730], [2.804559, -1.496885, -0.500736], [3.472555, -1.932163, -1.421941], [2.114891, -0.157064, -0.567834], [3.142436, 0.960685, -0.857456], [3.074923, 2.053231, 0.193165], [1.622428, 3.104989, 0.002650], [2.088768, 4.451443, 0.204055], [1.088967, 2.799423, -1.306678], [0.718185, 2.590440, 1.242264], [-0.821163, 3.002557, 1.195152], [-1.155691, 4.027222, 0.252240], [-1.271460, 3.235594, 2.540848], [-1.644600, 1.680643, 0.735255], [-0.885585, 0.534861, 0.345275], [-1.836084, -0.673179, 0.284369], [-2.945175, -0.546588, 1.326491], [-2.374804, -0.934264, -1.117515], [-3.403837, 0.121666, -1.579864], [-1.261077, -1.101796, -2.169407], [-0.190092, -3.069930, 2.189512], [0.381148, -1.415234, 1.885505], [1.333295, -2.547845, 2.856082], [1.630342, -3.979304, 0.865382], [0.826214, -2.728770, -0.132316], [1.416117, -0.237125, -1.396766], [1.551659, 0.044263, 0.336358], [4.122685, 0.500998, -0.771398], [3.034040, 1.356329, -1.857365], [2.999355, 1.553782, 1.155139], [3.961208, 2.673925, 0.220642], [-0.456645, 0.745516, -0.631046], [-0.102736, 0.308624, 1.061399], [-1.253805, -1.549311, 0.577231], [-3.748931, 0.080914, 0.962861], [-3.345883, -1.538359, 1.531497], [-2.592102, -0.101110, 2.249295], [-2.916047, -1.879273, -1.078181], [-3.288432, 0.381426, -2.624341], [-4.407542, -0.246016, -1.388281], [-3.312645, 1.030901, -0.992781], [-1.480095, -1.971700, -2.780954], [-0.321067, -1.331195, -1.668524], [-1.130989, -0.227093, -2.792234]], "atomic_forces_ev_per_a": [[0.2, -0.2, 0.0], [-0.2, 0.4, 0.8], [0.2, -0.1, -0.4], [0.7, -0.5, -1.3], [-0.7, 0.4, 1.4], [0.3, -0.3, -0.3], [0.2, -0.3, 0.5], [-0.3, -0.5, 0.2], [0.4, 0.0, 0.4], [0.1, 0.3, 0.0], [-0.3, -0.3, -0.2], [-0.3, 0.0, -0.9], [0.0, 0.9, 1.1], [0.0, -0.2, -0.4], [0.0, -0.4, 0.1], [0.5, -0.1, 0.0], [-1.0, -0.3, -0.3], [0.1, 0.4, 0.2], [0.0, -0.3, -0.2], [-0.4, 0.2, -0.7], [0.1, -0.1, 0.7], [0.0, -0.6, 0.7], [-0.2, 0.0, -0.1], [0.0, 0.1, 0.2], [0.2, 0.1, 0.1], [0.2, -0.2, -0.4], [-0.1, -0.2, -0.2], [-0.1, 0.1, 0.0], [0.2, 0.0, 0.0], [0.3, 0.1, -0.2], [-0.1, 0.1, -0.2], [0.0, 0.2, 0.3], [0.0, 0.3, -0.2], [0.3, 0.0, 0.0], [-0.1, 0.4, 0.2], [0.1, 0.0, -0.2], [-0.2, 0.2, 0.0], [-0.2, -0.1, 0.1], [0.1, 0.0, 0.2], [0.0, -0.2, 0.1], [-0.1, -0.1, -0.2], [-0.3, 0.0, -0.2], [0.2, 0.3, -0.1], [-0.1, 0.0, -0.4], [0.2, 0.0, -0.1], [0.1, 0.2, -0.1]], "mulliken_charge": [-1.04, 0.01, -0.35, -0.10, -0.60, 2.02, -0.93, -1.14, 1.26, -0.71, -0.63, -0.43, 1.06, -0.65, -0.74, -0.31, -1.05, 0.57, -1.92, 0.59, -1.76, -1.15, 0.35, 0.31, 0.40, 0.37, 0.12, -0.27, -0.62, 0.43, 0.38, 0.50, 0.41, 0.40, 0.81, -0.23, 0.36, 0.46, 0.46, 0.59, 0.40, 0.34, 0.37, 0.43, -0.18, 0.43], "largest_force_ha_per_bohr": 0.0318, "spin_multiplicity": 1, "charge": -1, "e_homo_ev": -6.0, "homo_lumo_gap_ev": 8.7, "e_tot_ev": -50327.2938}